Record 1
Below is a structure of composition C27H56B3O15P3 in a non-equilibrium geometry, with properties calculated with wB97M-V/def2-TZVPD.

Structure (ORCA input):
```
! RIJCOSX wB97M-V def2-TZVPD def2/J DEFGRID3
* xyz 0 1
C 3.46829 -2.22127 0.54292
C 4.32621 -3.12410 -0.36755
C 5.74053 -3.20713 0.25352
C 4.49578 -2.57851 -1.80522
C 3.26084 -1.94060 -2.43409
C 3.72648 -1.09892 -3.64999
C 2.26968 -2.96219 -2.98686
O 1.40754 -3.50263 -1.96796
B 0.12802 -3.06260 -2.03102
O -0.14203 -1.75817 -1.59874
B -1.37373 -1.58879 -0.98760
C -1.53795 -0.70118 0.28767
C -1.56178 0.82747 -0.00301
C -0.22420 1.33582 -0.48145
C 0.67122 1.91624 0.40995
C 1.90983 2.34584 -0.03725
C 2.29799 2.21271 -1.35805
C 1.40411 1.65959 -2.26346
C 0.16730 1.24035 -1.80717
O -2.43535 -2.31914 -1.55873
B -1.98511 -3.62989 -1.59973
P -2.79035 -4.96002 -0.41680
O -2.36494 -6.33148 -0.69415
O -4.37369 -4.72104 -0.44047
O -2.40624 -4.49880 1.08756
O -0.93119 -3.88543 -2.44461
H 2.48220 -2.66700 0.68151
H 3.39627 -1.20210 0.16463
H 3.94359 -2.14788 1.52339
H 3.95874 -4.15085 -0.40904
H 6.46988 -3.55410 -0.47943
H 6.03221 -2.24270 0.67415
H 5.72005 -3.89941 1.09947
H 5.29720 -1.83212 -1.76481
H 4.87465 -3.37991 -2.44810
H 2.74001 -1.24346 -1.77699
H 4.52456 -0.43167 -3.32550
H 2.88727 -0.53402 -4.05405
H 4.14350 -1.77339 -4.40308
H 2.82594 -3.80323 -3.40899
H 1.71999 -2.50634 -3.81775
H -2.42873 -0.99273 0.84737
H -0.64916 -0.87719 0.90515
H -2.36387 1.09778 -0.69157
H -1.76499 1.31108 0.95471
H 0.41557 2.02779 1.45796
H 2.60046 2.80263 0.66164
H 3.27348 2.52648 -1.70586
H 1.64524 1.52344 -3.30932
H -0.50958 0.78159 -2.52219
H -4.65408 -4.29063 -1.25606
H -1.57620 -4.00850 1.05876
O -5.00498 4.15544 -2.48050
P -4.62702 4.64088 -3.81946
O -3.56687 3.60598 -4.46822
C -3.63300 2.20900 -4.19752
C -4.43069 1.46178 -5.24851
O -3.68667 5.92313 -3.55822
C -3.58462 6.51976 -2.26469
C -2.36904 6.00003 -1.52502
O -5.19372 5.30204 -5.15886
C -6.12059 4.59503 -5.99852
C -7.33634 4.09692 -5.24513
H -4.04285 2.01391 -3.20458
H -2.60324 1.84634 -4.19994
H -5.47826 1.77108 -5.23623
H -4.39126 0.38745 -5.06483
H -4.03721 1.66120 -6.24605
H -4.49441 6.35775 -1.68800
H -3.49048 7.59502 -2.42433
H -2.35726 4.90982 -1.50533
H -2.35218 6.36971 -0.49878
H -1.45414 6.32097 -2.02525
H -5.59935 3.77986 -6.50584
H -6.42822 5.30159 -6.76788
H -7.05586 3.41529 -4.43623
H -8.00886 3.56607 -5.91888
H -7.87771 4.93065 -4.79734
O 1.21517 -0.88894 7.47851
P 1.93999 -0.62510 6.22376
O 2.97483 -1.83436 5.94830
C 2.67762 -3.17798 6.33024
C 2.04413 -3.96191 5.19783
O 2.95110 0.58459 6.56299
C 2.83455 1.33337 7.77324
C 3.77926 0.80186 8.83079
O 1.77446 -0.08971 4.72525
C 0.97598 -0.80865 3.77429
C -0.43092 -1.07606 4.27201
H 2.04022 -3.20412 7.21535
H 3.62858 -3.63721 6.60270
H 1.06659 -3.54963 4.93650
H 1.90641 -5.00421 5.48621
H 2.67056 -3.92572 4.30506
H 1.80597 1.33674 8.13176
H 3.09464 2.36435 7.52770
H 3.65045 -0.27183 8.96769
H 3.61148 1.30017 9.78655
H 4.81541 0.96512 8.53052
H 1.48885 -1.73217 3.49368
H 0.93404 -0.18696 2.87925
H -0.42934 -1.66419 5.19458
H -1.00000 -1.62486 3.52050
H -0.94664 -0.13896 4.48517
*
```

Results
HOMO ... -9.48 eV
LUMO level ... -0.017 Eh
DFT total energy ... -3290.1606 Eh
Frontier orbital gap ... 9.027 eV

These are the Mulliken partial charges, in e, on atoms 1 to 99: -1.333 1.212 -1.818 -1.836 2.448 -1.970 -1.040 -0.442 0.359 0.238 0.177 -0.190 -1.490 0.671 -0.401 -0.797 -0.646 -0.871 0.059 -0.199 0.120 0.845 -0.682 -0.534 -0.487 -0.168 0.052 0.281 0.610 0.271 0.398 0.417 0.448 0.341 0.356 -0.691 0.448 0.370 0.400 0.272 0.459 0.430 0.120 0.228 0.560 0.454 0.432 0.444 0.564 0.403 0.336 0.330 -0.760 1.044 -0.346 0.056 -1.211 -0.368 -0.325 -0.853 -0.400 -0.153 -1.105 0.282 0.223 0.248 0.376 0.293 0.333 0.326 0.123 0.374 0.283 0.200 0.316 0.341 0.373 0.341 -0.776 1.044 -0.293 -0.312 -0.854 -0.353 -0.288 -1.050 -0.396 0.425 -1.214 0.331 0.346 0.165 0.417 0.158 0.341 0.339 0.283 0.368 0.273

Record 2
Below is a cluster of 2 separate species, C27H56ClFN6O7PS2 in total in a non-equilibrium geometry, with properties calculated with wB97M-V/def2-TZVPD.

Structure (ORCA input):
```
! RIJCOSX wB97M-V def2-TZVPD def2/J DEFGRID3
* xyz 1 1
C 0.38457 -1.77018 0.17629
C 0.10239 -0.27036 0.06786
C 1.34333 0.62496 0.26175
F 2.43312 -0.16065 0.55378
N 1.64830 1.39823 -0.93223
C 1.60451 2.73491 -1.07854
N 0.83059 3.59103 -0.45384
C -0.18638 3.31947 0.56966
C 0.30591 3.60965 1.99098
C -0.79849 4.14991 2.90389
C -1.91397 3.14820 3.22953
C -1.45457 1.94038 4.05471
C -2.30080 0.72722 3.69454
O -2.19337 -0.32565 4.66709
C -1.40743 -1.36070 4.24842
C -0.00682 -1.35185 4.77619
O -1.83213 -2.20035 3.52280
N 2.48406 3.12867 -2.07301
P 2.49790 4.83529 -2.55629
N 3.76098 4.88740 -3.63643
O 1.25578 4.93062 -3.63116
C 2.28134 1.97495 -3.03051
S 3.25245 1.98033 -4.53697
N 0.83957 1.95802 -3.31828
C 0.28443 1.70192 -4.44673
C -0.59379 2.71021 -5.12018
C 0.40066 0.37768 -5.15165
C 2.53135 0.85306 -1.98147
C 4.02125 0.67961 -1.56102
C 4.54493 1.45593 -0.33295
C 5.99444 1.91965 -0.46945
C 6.12249 3.01242 -1.54961
S 6.25188 4.63512 -0.87834
O 6.37229 5.57289 -1.95280
O 5.16658 4.79086 0.04562
Cl 7.99859 4.59818 0.11303
H 0.66711 -2.06306 1.18472
H -0.52460 -2.31483 -0.07513
H 1.14062 -2.08718 -0.54086
H -0.31265 -0.08114 -0.92379
H -0.65256 -0.00923 0.81036
H 1.19114 1.27131 1.12281
H 0.94323 4.56843 -0.69178
H -0.98921 4.03036 0.36271
H -0.61255 2.32883 0.42670
H 1.07202 4.38481 1.92031
H 0.75533 2.73766 2.46818
H -0.32611 4.43814 3.84595
H -1.24697 5.04353 2.46457
H -2.34139 2.77125 2.29240
H -2.69363 3.67940 3.77438
H -1.59171 2.11484 5.12255
H -0.39842 1.71311 3.89408
H -2.02974 0.33284 2.71208
H -3.34982 1.02404 3.66318
H 0.44833 -0.36814 4.66826
H 0.00357 -1.63902 5.82701
H 0.57058 -2.07235 4.20090
H 4.38484 4.09914 -3.70744
H 4.27438 5.75704 -3.56545
H 0.43229 4.69815 -3.17633
H 3.58914 0.68602 -4.48683
H 0.06775 3.54419 -5.37223
H -1.07411 2.32085 -6.01300
H -1.32438 3.10989 -4.41393
H 0.79516 0.50637 -6.16166
H -0.61946 -0.00511 -5.24242
H 0.98277 -0.33676 -4.57468
H 2.22131 -0.10267 -2.40031
H 4.66949 0.88706 -2.41393
H 4.15875 -0.37754 -1.33290
H 4.51523 0.78634 0.52432
H 3.91584 2.30155 -0.05642
H 6.24355 2.36457 0.49584
H 6.68056 1.09695 -0.65750
H 6.96125 2.81825 -2.21444
H 5.18414 3.07831 -2.09961
C -5.12471 -8.58909 0.30339
O -5.69821 -7.37291 -0.13153
C -6.51506 -6.72456 0.83531
C -5.87331 -5.44521 1.32449
N -4.69641 -5.71882 2.13615
C -3.88607 -4.54589 2.45036
C -3.22625 -3.79712 1.30194
O -2.20266 -4.52277 0.63628
C -2.63841 -5.40182 -0.38315
H -4.66700 -9.05940 -0.56507
H -4.35118 -8.43463 1.06416
H -5.88437 -9.26509 0.70649
H -6.73981 -7.39394 1.67056
H -7.45872 -6.47289 0.34345
H -6.59905 -4.89088 1.92734
H -5.63875 -4.83914 0.43738
H -4.11669 -6.39279 1.65336
H -3.08995 -4.87506 3.12195
H -4.50150 -3.83813 3.01442
H -2.73594 -2.92833 1.73627
H -3.95699 -3.41968 0.57351
H -3.53490 -5.02746 -0.88493
H -2.83662 -6.40700 -0.00133
H -1.83440 -5.48070 -1.11612
*
```

Results
HOMO ... -9.85 eV
LUMO level ... -0.092 Eh
DFT total energy ... -3615.1145 Eh
Frontier orbital gap ... 7.346 eV

These are the Mulliken partial charges, in e, on atoms 1 to 99: -1.232 0.309 0.398 -0.404 0.553 -0.206 0.307 -0.962 -0.022 -1.459 -0.641 0.092 -0.526 -0.382 0.707 -0.983 -0.455 0.153 -0.263 -0.373 -0.475 0.111 -0.036 -0.044 0.785 -1.363 -1.324 -0.552 -1.162 -0.230 -1.277 0.563 1.112 -0.579 -0.508 -0.203 0.220 0.340 0.341 0.342 -0.464 0.111 0.311 0.534 0.205 0.331 0.191 0.374 0.442 0.351 0.430 0.366 -0.075 0.135 0.309 0.291 0.325 0.320 0.170 0.372 0.355 0.252 0.314 0.452 0.284 0.336 0.479 0.287 0.344 0.588 0.452 0.423 0.213 0.522 0.343 0.552 -0.930 -0.709 -0.349 -0.824 -0.149 -0.262 -0.940 0.035 -0.388 -0.651 0.237 0.300 0.346 0.418 0.397 0.357 0.168 0.136 0.386 0.379 0.062 0.282 0.354